{
  "formula": "C7H10CaF10N5O26S10",
  "method": "ωB97M-V with the def2-TZVPD basis set",
  "de_lowest_kj_mol": 1311.3,
  "charge": -3,
  "homo_lumo_gap_ev": 4.0,
  "homo_ev": -3.81,
  "elements": ["Ca", "N", "S", "O", "O", "F", "S", "O", "O", "F", "N", "S", "O", "O", "F", "S", "O", "O", "F", "N", "S", "O", "O", "F", "S", "O", "O", "F", "N", "S", "O", "O", "F", "S", "O", "O", "F", "N", "S", "O", "O", "F", "S", "O", "O", "F", "C", "C", "O", "C", "O", "O", "H", "H", "H", "H", "C", "C", "C", "O", "C", "O", "O", "H", "H", "H", "H", "H", "H"],
  "coordinates": [[0.201730, 1.684066, 1.307580], [-1.828555, 2.575009, 4.551069], [-2.686947, 1.824853, 5.484118], [-4.093618, 2.092071, 5.600865], [-1.980194, 1.413027, 6.680346], [-2.630887, 0.334359, 4.759205], [-2.248971, 4.135880, 5.250961], [-1.817708, 4.405659, 6.618895], [-3.462063, 4.724030, 4.681934], [-1.143018, 4.956748, 4.395895], [3.064728, 4.417142, 0.818745], [4.663138, 4.524563, 1.446247], [4.819236, 5.351269, 2.678966], [5.725176, 4.394757, 0.533012], [4.510518, 3.008009, 2.017242], [3.281669, 5.593678, -0.039123], [3.683867, 5.382066, -1.439044], [3.665182, 6.871142, 0.515711], [1.740680, 5.976455, -0.209217], [-5.711426, 5.484831, -0.544549], [-5.288615, 3.873030, -0.778254], [-3.910895, 3.542189, -0.453615], [-6.041668, 3.070735, -1.733555], [-5.983021, 3.490611, 0.628015], [-5.248911, 5.827307, -1.931288], [-6.093828, 5.504717, -3.108550], [-3.845058, 5.969244, -2.150402], [-5.644514, 7.362758, -1.953242], [1.138093, -3.086205, 7.064681], [2.190477, -2.508192, 5.808958], [1.566203, -1.732891, 4.769999], [3.423715, -3.216726, 5.535304], [2.787463, -1.356048, 6.878811], [0.757945, -4.285636, 6.297608], [1.503126, -5.488478, 6.553712], [0.109665, -4.167468, 4.957911], [-0.585119, -4.445316, 7.239724], [0.085893, 2.537766, -5.756608], [0.502811, 1.151017, -4.858684], [0.275507, -0.100232, -5.540939], [0.275564, 1.248043, -3.457298], [2.104113, 1.331372, -5.061766], [-1.371552, 2.175319, -6.059347], [-2.267396, 2.246783, -4.917545], [-1.540956, 1.309025, -7.198411], [-1.652992, 3.621184, -6.782682], [-5.002461, -4.178428, -1.029697], [-3.863569, -5.161235, -1.221828], [-2.675188, -4.420923, -1.027177], [-2.970987, -3.315401, -0.387881], [-2.183449, -2.479679, 0.061398], [-4.256850, -3.170370, -0.357512], [-5.809232, -4.592639, -0.425000], [-5.362667, -3.763077, -1.970883], [-3.796450, -5.601655, -2.216631], [-3.906680, -5.905570, -0.426706], [6.019540, -4.694631, -4.296293], [4.648123, -4.692295, -3.663073], [4.686195, -5.542081, -2.367011], [4.551170, -4.684070, -1.316255], [4.182817, -3.471430, -1.808705], [3.837467, -2.504208, -1.154505], [4.394134, -3.420037, -3.155951], [6.732753, -4.108198, -3.717055], [6.047012, -4.108019, -5.214564], [6.429212, -5.686170, -4.488982], [3.889147, -5.016806, -4.374935], [5.515150, -6.214079, -2.144868], [3.896227, -6.292518, -2.397280]],
  "forces_ev_per_a": [[-0.3, 0.5, 0.2], [1.4, 5.9, -2.1], [-2.1, -9.2, 5.4], [0.7, 0.5, -0.4], [-0.8, 1.2, -0.2], [-0.3, 1.2, -0.8], [0.7, 4.0, -2.0], [-1.1, -1.2, -2.2], [1.9, -1.6, 1.6], [0.0, -0.8, 0.3], [3.0, -3.1, 3.9], [-0.5, -1.7, 6.4], [-0.6, -2.2, -3.5], [0.5, 0.4, -0.9], [0.3, 0.4, 0.2], [-3.3, 8.0, -9.0], [-0.1, -0.4, 2.6], [1.6, -1.2, 0.8], [-1.1, -0.7, -0.3], [0.1, -3.8, 1.0], [-1.1, -3.5, 4.3], [-1.1, 0.5, -1.1], [1.5, 1.5, 1.2], [-0.1, -0.3, -0.3], [-0.9, 6.4, -8.6], [1.5, -1.1, 2.2], [0.6, -1.3, 0.2], [-0.4, 1.5, 1.3], [4.3, 4.8, -1.9], [2.5, 4.1, 2.8], [0.3, -0.7, 0.7], [-1.8, -0.1, 0.0], [-0.6, -0.7, -1.3], [-6.9, -6.8, -2.2], [0.0, 0.3, -0.4], [2.2, 0.0, 2.4], [0.2, -0.9, -0.3], [2.7, -3.2, 2.8], [2.4, 0.9, -2.2], [-0.2, 0.8, 0.9], [0.1, 0.0, 0.4], [-0.8, 0.1, 0.5], [-3.9, 3.4, -2.3], [0.7, -1.3, -1.4], [-0.6, -0.4, 1.1], [-0.2, -0.5, 0.3], [1.2, 0.1, -0.5], [-0.1, -1.2, -0.3], [1.1, -1.0, -0.5], [2.8, 3.1, 1.1], [-1.5, -2.2, -1.0], [-3.2, 1.6, 1.3], [0.1, 0.4, 0.1], [-0.2, 0.0, 0.1], [-0.2, -0.2, 0.2], [0.1, -0.3, -0.2], [0.6, 0.9, -0.9], [1.9, -1.3, 0.5], [-0.5, -2.8, -1.2], [-0.9, 1.9, 0.8], [0.0, 2.8, 1.3], [0.7, -2.5, -1.3], [-1.1, 0.7, 0.7], [0.0, -0.4, 0.7], [-0.4, -0.3, -0.4], [-0.2, 0.0, 0.0], [-0.2, 0.1, 0.2], [0.8, 0.6, -0.6], [-0.8, 0.3, 0.2]],
  "nbo_charge": [1.977, -1.161, 2.426, -0.892, -0.932, -0.545, 2.333, -0.851, -0.854, -0.515, -1.147, 2.354, -0.860, -0.866, -0.528, 2.406, -0.913, -0.906, -0.533, -1.035, 2.340, -0.920, -0.859, -0.520, 2.380, -0.929, -0.915, -0.541, -1.014, 2.332, -0.896, -0.884, -0.534, 2.392, -0.933, -0.913, -0.548, -1.097, 2.409, -0.917, -0.938, -0.513, 2.424, -0.898, -0.928, -0.540, -0.092, -0.104, -0.472, 0.977, -0.616, -0.472, 0.200, 0.195, 0.200, 0.183, -0.634, 0.065, -0.096, -0.470, 0.967, -0.562, -0.475, 0.225, 0.221, 0.208, 0.192, 0.187, 0.172]
}